Model w:
Computed, not measured: 2 unconnected molecules or ions with the total composition C3H10NO2, with wB97M-V/def2-TZVPD.

Computed properties:
Highest occupied orbital energy in eV: -2.63
E_LUMO in eV: 4.0
Kohn-Sham gap in eV: 6.67

Structure (ORCA input):
```
! RIJCOSX wB97M-V def2-TZVPD def2/J DEFGRID3
* xyz -1 1
C 1.078 -1.134 0.350
N 0.601 0.231 0.110
C -0.843 0.235 -0.140
C -1.565 0.393 1.220
O -1.008 1.343 1.971
H 1.964 -1.082 0.981
H 0.358 -1.752 0.913
H 1.251 -1.608 -0.625
H 0.604 0.751 1.008
H -1.128 1.119 -0.734
H -1.257 -0.633 -0.655
H -2.658 0.459 1.074
H -1.521 -0.648 1.687
H 1.342 0.522 -1.620
H 1.061 0.851 -3.116
O 1.720 0.953 -2.423
*
```

Löwdin charges, unit e, in atom order: atom 1 (C): -0.154, atom 2 (N): -0.161, atom 3 (C): -0.275, atom 4 (C): -0.562, atom 5 (O): -0.341, atom 6 (H): 0.068, atom 7 (H): 0.063, atom 8 (H): 0.066, atom 9 (H): 0.086, atom 10 (H): 0.096, atom 11 (H): 0.092, atom 12 (H): 0.069, atom 13 (H): 0.071, atom 14 (H): -0.016, atom 15 (H): 0.010, atom 16 (O): -0.111



Model x:
Computed, not measured: 2 unconnected molecules or ions with the total composition C3H10NO2, with wB97M-V/def2-TZVPD.

Computed properties:
Highest occupied orbital energy in eV: -3.05
E_LUMO in eV: 4.2
Kohn-Sham gap in eV: 7.26

Structure (ORCA input):
```
! RIJCOSX wB97M-V def2-TZVPD def2/J DEFGRID3
* xyz -1 1
C 0.577 -1.428 0.171
N 0.362 0.136 0.234
C -0.628 0.584 -0.775
C -2.038 0.520 -0.139
O -1.943 0.432 1.236
H 0.131 -1.800 1.096
H 0.195 -1.815 -0.784
H 1.661 -1.766 0.189
H -0.290 0.161 1.097
H -0.361 1.618 -1.121
H -0.449 0.013 -1.715
H -2.584 1.382 -0.622
H -2.520 -0.454 -0.476
H 3.139 1.109 1.149
H 1.913 0.423 0.188
O 2.834 0.887 0.272
*
```

Löwdin charges, unit e, in atom order: atom 1 (C): -0.095, atom 2 (N): -0.171, atom 3 (C): -0.263, atom 4 (C): -0.475, atom 5 (O): -0.374, atom 6 (H): 0.061, atom 7 (H): 0.055, atom 8 (H): 0.065, atom 9 (H): 0.070, atom 10 (H): 0.096, atom 11 (H): 0.089, atom 12 (H): 0.077, atom 13 (H): 0.080, atom 14 (H): -0.014, atom 15 (H): -0.024, atom 16 (O): -0.176



model w is preferred energetically. Next in line: 15.3 kcal/mol higher.